1.
C42H28F5IrN3O2Sb as an isolated structure at a distorted geometry, computed with ωB97M-V with the def2-TZVPD basis set.

Structure (XYZ):
```
82
Properties=species:S:1:pos:R:3
Ir -0.517 2.048 0.723
Sb 1.291 -1.005 0.417
F 6.901 -3.728 0.236
F 1.189 0.094 -5.709
F -1.958 -6.289 1.226
F -0.930 2.269 5.950
F 3.446 1.779 4.401
O -5.329 -3.199 -2.129
O -5.254 -2.191 -4.085
N -2.219 2.070 1.920
N 0.865 3.218 -0.282
N -1.069 1.588 -1.259
C -4.551 2.391 2.298
C -1.861 -3.957 1.332
C 0.070 -5.252 0.655
C -4.356 2.247 3.667
C -3.512 -1.125 -1.096
C -1.253 -5.176 1.065
C 2.556 4.868 -0.600
C 1.261 2.051 5.211
C 0.553 3.282 -1.621
C 2.244 4.964 -1.964
C 1.191 -0.630 -1.701
C -4.864 -2.271 -2.952
C 1.251 4.169 -2.470
C -2.277 0.434 -3.044
C 0.174 -2.855 0.711
C -1.959 0.646 -1.688
C -3.193 -0.520 -3.400
C 4.843 -3.260 -0.778
C 4.201 -1.667 1.418
C -1.131 -2.794 1.173
C -0.590 1.964 3.627
C 0.337 1.837 2.563
C 5.426 -2.309 1.376
C -3.073 2.057 4.148
C 3.632 -2.595 -0.737
C -2.585 -0.176 -0.733
C 1.835 4.005 0.196
C 0.337 -1.344 -2.525
C 1.689 1.729 2.850
C 1.208 -0.161 -4.403
C 2.139 1.856 4.161
C -3.830 -1.312 -2.441
C 0.349 -1.121 -3.890
C 3.304 -1.827 0.375
C 0.787 -4.079 0.487
C -1.999 2.025 3.260
C -0.092 2.091 4.930
C 2.066 0.566 -3.588
C 5.730 -3.106 0.281
C -0.479 2.461 -2.086
C 2.047 0.326 -2.228
C -3.458 2.269 1.462
H -5.529 2.586 1.891
H -3.580 2.326 0.389
H 1.609 2.156 6.226
H -0.293 -1.675 -4.555
H -4.941 -3.200 -1.244
H 0.521 -6.217 0.483
H 1.819 -4.139 0.180
H 3.324 5.485 -0.170
H 2.022 3.957 1.261
H -2.878 -3.946 1.690
H -1.573 -1.839 1.418
H -2.322 -0.043 0.310
H 2.941 -2.700 -1.564
H 6.140 -2.199 2.177
H -3.998 -1.702 -0.322
H 5.105 -3.893 -1.612
H 2.729 1.296 -4.023
H 3.951 -1.052 2.270
H -2.906 1.956 5.206
H 2.715 0.878 -1.579
H -3.454 -0.677 -4.437
H 2.428 1.576 2.074
H -1.813 1.030 -3.813
H -5.188 2.301 4.354
H -0.800 2.569 -3.113
H -0.332 -2.081 -2.105
H 0.965 4.220 -3.507
H 2.759 5.670 -2.594
```

Summary:
HOMO-LUMO gap (alpha / beta): 0.209 / 0.168 Ha
Total charge: +2
Energy relative to the best compared isomer or geometry (same formula, charge and spin): 7.6 kcal per mole
⟨S²⟩: 6.036
2S+1: 5

=====

2.
C42H30IN3O4PRuS as an isolated structure, computed with ωB97M-V with the def2-TZVPD basis set.

Structure (XYZ):
```
83
Properties=species:S:1:pos:R:3
I 2.300 -1.356 -0.682
Ru -0.190 -1.210 0.273
S -1.038 -5.664 1.426
P -0.549 1.035 0.177
O 0.051 -1.678 2.467
O -2.090 -1.393 0.890
O -4.145 -1.080 1.587
O 1.708 0.037 1.693
N -0.371 -3.471 0.270
N 1.480 -0.163 2.959
N 0.659 -1.040 3.379
C 2.691 2.773 -1.562
C 0.135 2.046 -2.359
C 0.578 -6.757 -2.113
C -4.912 2.197 -0.727
C 0.270 -1.007 -2.829
C 2.439 1.440 6.166
C -2.274 1.426 -0.253
C -0.161 -0.880 -4.178
C -0.008 -4.493 -0.610
C 1.804 2.242 -0.638
C 1.803 0.596 5.274
C -0.458 1.980 1.734
C 1.026 2.575 -3.281
C -0.676 -1.133 -1.751
C -2.564 2.653 -0.850
C -0.930 -3.958 1.334
C -1.131 2.102 4.046
C -4.636 1.007 -0.080
C -3.324 0.605 0.167
C 0.790 -0.700 -5.214
C 0.082 3.258 1.833
C -3.187 -0.696 0.943
C 2.132 0.672 3.925
C -3.870 3.033 -1.101
C -2.431 -1.166 -3.465
C 0.038 3.941 3.040
C 3.077 1.574 3.469
C 2.129 -0.679 -4.955
C 2.586 -0.866 -3.635
C 3.702 2.418 4.376
C 0.510 1.891 -1.026
C -1.543 -0.945 -4.472
C 1.673 -1.023 -2.635
C -1.079 1.411 2.846
C 0.528 -4.346 -1.890
C -0.278 -5.777 -0.126
C 3.386 2.356 5.724
C 2.302 2.945 -2.884
C -0.564 3.365 4.148
C 0.819 -5.476 -2.624
C -1.995 -1.259 -2.125
C 0.018 -6.920 -0.864
H -1.308 -3.328 2.124
H 0.540 3.728 0.973
H -1.513 0.420 2.780
H -0.848 1.735 -2.688
H -1.868 -0.844 -5.501
H 2.185 1.387 7.217
H 3.692 3.045 -1.250
H 4.440 3.127 4.023
H 0.723 2.684 -4.314
H 1.232 -5.369 -3.618
H -2.750 -1.431 -1.374
H 0.687 -3.365 -2.307
H -5.938 2.483 -0.918
H 3.647 -0.888 -3.424
H -1.759 3.327 -1.113
H -0.194 -7.905 -0.471
H 0.474 4.930 3.111
H 3.309 1.604 2.415
H 2.845 -0.541 -5.755
H 1.055 -0.109 5.606
H -3.490 -1.254 -3.677
H 0.426 -0.587 -6.228
H 3.874 3.016 6.429
H -4.072 3.984 -1.577
H 0.816 -7.627 -2.711
H -1.610 1.647 4.903
H 2.996 3.357 -3.605
H -0.592 3.898 5.090
H -5.430 0.360 0.266
H 2.117 2.074 0.384
```

Summary:
HOMO-LUMO gap (alpha / beta): 0.298 / 0.263 Ha
Energy relative to the best compared isomer or geometry (same formula, charge and spin): 0.0 kcal per mole
⟨S²⟩: 0.756
2S+1: 2